No. 1
103
Properties=species:S:1:pos:R:3:mulliken_spin:R:1 method="wB97M-V/def2-TZVPD" total_charge=+1 e_above_lowest_kcal_mol=0.0 multiplicity=2 homo_energy_ev="-10.721 / -10.705" energy_ev=-191311.848 homo_lumo_gap_ev="7.41 / 7.37"
Ir 0.98729 0.55930 0.84265 0.988
O 0.85105 3.71456 3.92851 0.006
C 0.81881 2.65545 3.12999 0.019
O 1.46416 2.57706 2.11011 0.078
C -0.08967 1.57411 3.62691 0.009
C -0.98875 1.80336 4.65487 -0.005
C -1.83958 0.77483 5.02180 0.001
C -1.75359 -0.43235 4.34998 0.003
C -0.81402 -0.57360 3.33748 -0.011
N 0.00889 0.41061 2.98156 -0.007
C -0.61997 -1.90431 2.65225 0.022
O -1.70317 -2.61191 2.37906 -0.002
O 0.48293 -2.32787 2.42467 -0.004
H 1.44050 4.37573 3.53163 -0.002
H -1.02892 2.77201 5.12947 0.000
H -2.56158 0.91526 5.81451 0.000
H -2.39755 -1.26305 4.60586 0.000
H -2.52470 -2.07969 2.39824 0.000
C 1.55698 0.86229 -0.86001 -0.085
Ge 1.91617 -0.51939 -2.22927 -0.106
C 3.85444 -0.57713 -2.37482 0.025
C 4.65843 -0.07395 -1.35098 -0.006
C 6.04302 -0.10909 -1.46140 -0.002
C 6.63758 -0.65666 -2.58967 -0.001
C 5.84727 -1.15825 -3.61429 0.001
C 4.46383 -1.10977 -3.51042 -0.004
C 1.18699 -2.23396 -1.67773 -0.017
C 1.82534 -3.41236 -2.06309 0.001
C 1.29985 -4.64987 -1.71904 0.004
C 0.12148 -4.72272 -0.98745 0.001
C -0.53030 -3.55891 -0.60565 0.021
C -0.00063 -2.32198 -0.95178 0.127
C 1.12259 0.01478 -3.92108 0.000
C 1.68101 1.05163 -4.66927 -0.001
C 1.13585 1.40970 -5.89448 0.000
C 0.02899 0.72965 -6.38560 0.000
C -0.53707 -0.30007 -5.64800 0.001
C 0.00614 -0.65352 -4.42034 0.001
H 1.68804 1.89598 -1.20644 0.002
H 4.20050 0.35780 -0.46538 0.007
H 6.66190 0.30644 -0.67493 0.000
H 7.71601 -0.68088 -2.67659 0.000
H 6.30853 -1.57570 -4.49986 0.000
H 3.85658 -1.47879 -4.33025 0.000
H 2.74836 -3.36801 -2.63191 -0.001
H 1.80608 -5.55667 -2.02473 0.000
H -0.29093 -5.68671 -0.71859 0.000
H -1.44742 -3.61097 -0.03423 0.000
H -0.53233 -1.41852 -0.65972 -0.076
H 2.55826 1.57647 -4.30531 0.000
H 1.57936 2.21204 -6.46984 0.000
H -0.39116 1.00300 -7.34487 0.000
H -1.40176 -0.82837 -6.02828 0.000
H -0.43768 -1.46577 -3.85490 0.001
O -0.83171 1.28362 0.53218 0.024
Si -2.41973 1.44425 0.40890 -0.022
C -3.35529 -0.17293 0.71937 0.004
C -3.35713 -1.12032 -0.31050 0.000
C -4.00517 -2.34145 -0.17773 0.000
C -4.69049 -2.64042 0.99144 0.000
C -4.71829 -1.71326 2.02690 0.000
C -4.05026 -0.49816 1.89013 0.002
C -2.79389 1.96980 -1.34175 0.002
C -4.06925 2.34079 -1.77315 -0.001
C -4.29527 2.71633 -3.08876 0.000
C -3.24442 2.72547 -3.99876 0.000
C -1.97040 2.36183 -3.58994 0.000
C -1.75349 1.98610 -2.27089 -0.005
C -2.98672 2.74938 1.63638 -0.002
C -2.06592 3.73979 1.99376 -0.002
C -2.39401 4.74936 2.88733 0.001
C -3.66380 4.79047 3.44788 0.000
C -4.60378 3.83553 3.08743 0.000
C -4.26799 2.83226 2.18651 0.001
H -2.85421 -0.89156 -1.24514 0.001
H -3.98619 -3.05479 -0.99198 0.000
H -5.20883 -3.58474 1.09418 0.000
H -5.26903 -1.93039 2.93429 0.000
H -4.08725 0.21172 2.70853 0.000
H -4.89973 2.34389 -1.07379 0.000
H -5.28896 3.00530 -3.40670 0.000
H -3.42149 3.02065 -5.02520 0.000
H -1.14691 2.36581 -4.29311 0.000
H -0.75504 1.70533 -1.95303 0.012
H -1.07880 3.72308 1.54209 0.000
H -1.66655 5.51108 3.14044 0.000
H -3.92662 5.57551 4.14525 0.000
H -5.60357 3.87799 3.50077 0.000
H -5.02858 2.11283 1.90488 0.000
C 3.16652 -2.98933 1.11163 0.010
As 3.46370 -1.46091 2.21445 -0.003
C 3.01157 -1.72767 4.05631 0.000
C 5.34763 -1.13219 2.20940 0.000
O 2.79553 -0.04133 1.60032 -0.006
H 3.61424 -3.86527 1.58062 0.000
H 3.65924 -2.78620 0.16127 0.000
H 2.10114 -3.14239 0.96473 -0.004
H 3.70208 -2.45603 4.48038 0.000
H 1.98969 -2.07798 4.14436 0.000
H 3.13868 -0.77083 4.56099 0.000
H 5.86829 -1.99404 2.62567 0.000
H 5.55729 -0.24850 2.80883 0.000
H 5.67073 -0.96869 1.18352 0.000

No. 2
57
Properties=species:S:1:pos:R:3:mulliken_charge:R:1 method="wB97M-V/def2-TZVPD" total_charge=0 multiplicity=1 homo_energy_ev=-8.956 energy_ev=-71104.679 homo_lumo_gap_ev=9.38
C -1.55550 3.81636 3.10041 -0.943
B -0.30998 3.13116 3.81822 0.225
O 0.24210 2.01152 3.19026 -0.474
Si 0.41263 3.79412 5.55125 0.485
C 2.13925 4.55359 5.43192 0.088
Cl 3.31306 3.98707 6.63503 -0.236
C 2.52272 5.45419 4.55491 0.468
C 1.58627 5.95619 3.48645 -1.111
Cl 4.13980 6.11226 4.58265 -0.184
H -1.38819 4.87624 2.88845 0.334
H -1.78632 3.27682 2.17648 0.227
H -2.45306 3.72520 3.72705 0.351
H 0.90027 2.38101 2.56867 0.233
H -0.49842 4.72962 6.25538 -0.183
H 0.51633 2.61896 6.44949 -0.212
H 1.61191 5.27460 2.63229 0.234
H 1.98655 6.90583 3.12445 0.415
H 0.57948 6.15922 3.84948 0.299
C -0.75440 -0.55309 2.14380 -1.001
C -1.96130 -1.39980 1.82438 0.522
C -1.69747 -2.88349 1.80356 -0.431
O -2.69681 -3.35533 0.89047 -0.357
C -2.96822 -2.33402 0.03417 0.655
O -3.60283 -2.44387 -0.96453 -0.554
O -2.41187 -1.17537 0.47539 -0.356
H -0.97611 0.50014 2.00531 0.137
H -0.42484 -0.70751 3.17042 0.427
H 0.07192 -0.79070 1.47214 -0.059
H -2.78658 -1.15169 2.49857 0.350
H -1.81368 -3.35018 2.77937 0.335
H -0.71436 -3.13717 1.39871 0.295
C 0.87789 0.12353 -3.26859 -1.490
C 1.83492 0.16916 -2.10812 0.583
C 1.51477 -0.80492 -1.00564 -0.172
O 2.07402 -0.14586 0.14398 -0.347
C 2.04518 1.18414 -0.10897 0.674
O 2.24372 2.02842 0.71151 -0.638
O 1.75295 1.42675 -1.40551 -0.367
H 1.07927 0.94367 -3.96226 0.414
H 0.96319 -0.80714 -3.79895 0.318
H -0.15105 0.24297 -2.92829 0.322
H 2.86431 0.05074 -2.45927 0.255
H 1.96914 -1.78071 -1.15374 0.367
H 0.44191 -0.93052 -0.84393 0.144
C -1.31430 -4.47881 -7.04643 -1.458
C -0.34379 -4.41070 -5.89351 0.507
C -0.65282 -5.35354 -4.75851 -0.491
O -0.07783 -4.66868 -3.63799 -0.305
C -0.10432 -3.34504 -3.92577 0.561
O 0.11279 -2.47751 -3.13824 -0.485
O -0.41402 -3.13713 -5.22811 -0.338
H -1.11320 -3.68113 -7.76148 0.362
H -1.23949 -5.43758 -7.55950 0.386
H -2.33985 -4.34309 -6.69982 0.353
H 0.68027 -4.54300 -6.25433 0.253
H -0.20223 -6.33527 -4.88543 0.301
H -1.72376 -5.47061 -4.57771 0.313

No. 3
78
Properties=species:S:1:pos:R:3:mulliken_charge:R:1 method="wB97M-V/def2-TZVPD" total_charge=0 e_above_lowest_kcal_mol=65.1 multiplicity=1 homo_energy_ev=-7.764 energy_ev=-127823.552 homo_lumo_gap_ev=7.78
Sr -0.57312 -0.30601 0.77551 2.194
O -1.12622 -0.36891 4.46281 -0.880
C -1.69322 -0.42161 3.36371 -0.046
O -1.42882 -1.24321 2.45551 -0.803
C -2.79892 0.61519 3.09231 0.000
C -3.45962 0.39369 1.72981 0.145
C -4.67102 1.32639 1.57411 -1.002
C -3.97162 2.67509 1.31951 -1.024
C -2.49402 2.25889 1.40151 -0.180
O -2.50652 0.95609 0.83491 -0.623
C -2.14382 2.00269 2.87911 0.349
C -0.62542 1.95589 3.06301 -0.546
O -0.07122 2.68219 3.87201 -0.785
O -0.00092 1.13749 2.30181 -0.391
H -3.49562 0.61879 3.93231 0.502
H -3.63742 -0.65321 1.48361 0.725
H -5.29942 1.33689 2.46251 0.378
H -5.28352 1.02319 0.72471 0.337
H -4.22462 3.42559 2.06321 0.374
H -4.20402 3.07679 0.33451 0.344
H -1.78812 2.90299 0.87181 0.753
H -2.54142 2.76789 3.54801 0.625
C -0.48712 -3.85431 1.12281 -1.041
O -0.48722 -2.79141 0.19561 0.255
C -0.33342 -3.09081 -1.12609 0.386
C 0.06678 -4.32151 -1.62059 -0.406
C 0.21668 -4.46301 -2.99439 -0.446
Br 0.72518 -6.15501 -3.69019 -0.219
C 0.02228 -3.41931 -3.86369 -0.952
C -0.37842 -2.17221 -3.37279 0.753
C -0.61682 -2.02311 -1.99989 -0.325
O -1.17372 -0.91101 -1.44739 -0.590
C -0.51222 -1.10681 -4.34839 0.341
N -0.39452 -1.31631 -5.63909 -0.768
C -0.54172 -0.09891 -6.23409 0.337
C -0.50612 0.26129 -7.57909 -0.766
C -0.71292 1.58759 -7.88699 -0.429
C -0.95222 2.54669 -6.89809 -0.522
C -0.98482 2.21389 -5.56059 -0.772
C -0.76652 0.88439 -5.23729 0.704
N -0.74472 0.20939 -4.04999 0.475
H 0.50658 -4.30121 1.22851 0.348
H -1.21012 -4.62061 0.83511 0.398
H -0.79222 -3.41221 2.06831 0.053
H 0.27738 -5.15881 -0.97529 0.559
H 0.17398 -3.52321 -4.92599 0.658
H -0.50282 -0.15421 -1.44629 0.548
H -0.32432 -0.47871 -8.34169 0.443
H -0.69462 1.90139 -8.91939 0.377
H -1.11702 3.57239 -7.19269 0.388
H -1.16452 2.95559 -4.79889 0.452
H -0.77122 0.61769 -3.12889 -0.331
N 1.90048 -0.67251 0.98261 -0.512
C 2.24348 0.66589 0.47701 1.443
C 3.72638 1.00839 0.54091 -1.001
C 4.27928 1.00279 1.97691 -0.580
C 3.41098 1.77229 2.99211 -1.130
N 2.34908 0.95759 3.54331 0.228
C 2.46468 0.04019 4.47821 0.728
N 1.45668 -0.78071 4.74211 -0.198
N 3.65838 -0.18551 5.09691 -0.411
C 1.60038 0.66659 -0.92719 -0.257
O 2.23858 0.36999 -1.91989 -0.728
O 0.34918 0.91839 -0.87859 -0.826
H 2.21998 -0.76701 1.94511 0.130
H 2.42458 -1.35541 0.42991 0.293
H 1.69568 1.40409 1.05671 -0.244
H 3.85408 2.00469 0.11151 0.366
H 4.30178 0.31389 -0.07699 0.322
H 5.27508 1.44819 1.95611 0.436
H 4.39508 -0.02381 2.33181 0.395
H 2.93268 2.61949 2.50111 0.492
H 4.03758 2.16989 3.79791 0.492
H 1.39618 1.07109 3.11401 -0.620
H 0.44928 -0.58431 4.48931 0.103
H 1.56468 -1.42151 5.51071 0.251
H 4.35698 0.53819 5.06021 0.222
H 3.63788 -0.72161 5.94921 0.252

No. 4
27
Properties=species:S:1:pos:R:3:mulliken_charge:R:1 method="wB97M-V/def2-TZVPD" total_charge=-1 multiplicity=1 homo_energy_ev=-4.192 energy_ev=-40238.483 homo_lumo_gap_ev=6.72
N 0.50158 1.76743 0.79301 -0.772
C -0.39566 2.74196 0.07860 -0.589
Al -1.71561 1.85798 -1.14591 0.222
P -3.79069 1.60492 0.12452 0.491
O -5.03788 2.44542 -0.50972 -0.482
O -4.33383 0.07971 -0.10880 -0.483
S -3.75550 2.03320 2.04827 -0.590
H -0.02217 0.90837 0.92089 0.284
H 1.23397 1.50902 0.14200 0.285
H 0.25064 3.42813 -0.47701 0.362
H -0.90338 3.34807 0.83421 0.237
H -1.34656 0.29374 -1.39668 -0.253
H -2.04371 2.63788 -2.52653 -0.258
H -5.43837 2.91520 0.23363 0.269
H -3.66426 -0.37948 -0.63163 0.284
C 2.78686 -0.91957 -0.46894 0.128
O 1.91775 -0.29819 -1.03997 -0.572
N 2.58913 -2.14337 0.07184 0.121
C 3.62761 -2.86167 0.76603 -0.917
C 1.25617 -2.71387 -0.03726 -0.878
H 3.81335 -0.53817 -0.32305 0.255
H 3.83653 -3.82303 0.28884 0.329
H 3.35535 -3.04757 1.80812 0.340
H 4.54083 -2.26779 0.75377 0.280
H 0.97062 -2.83293 -1.08259 0.290
H 0.51730 -2.06135 0.42801 0.254
H 1.24995 -3.68402 0.45636 0.362

No. 5
12
Properties=species:S:1:pos:R:3:mulliken_charge:R:1 method="wB97M-V/def2-TZVPD" total_charge=0 e_above_lowest_kcal_mol=121.6 multiplicity=1 homo_energy_ev=-8.306 energy_ev=-18596.647 homo_lumo_gap_ev=8.58
C -1.06306 1.22429 -0.06358 -0.258
C -2.40459 -1.13166 -0.08590 -0.201
C -0.10832 0.35667 -0.06250 0.275
C 1.32089 0.34325 0.01221 -1.161
N -1.19548 -1.48048 0.01864 0.266
O -0.51218 -2.48815 0.03479 -0.603
S -2.77592 0.60684 0.02634 -0.112
H -0.82673 2.26552 0.10135 0.369
H -3.08300 -1.87097 0.28884 0.405
H 1.65491 0.61939 0.95763 0.298
H 1.55316 -0.67869 -0.25244 0.323
H 1.84560 0.90735 -0.66234 0.400